Here is a cluster of 2 separate species, CH2N2 in total at a distorted geometry from the OMol25 dataset. Energies are from wB97M-V/def2-TZVPD.

Geometry as XYZ:
```
5
Properties=species:S:1:pos:R:3:forces:R:3
C 0.8580 0.0272 0.0563 0.0 0.1 -1.2
H -1.0201 -0.6243 -0.5319 1.7 -0.3 -0.1
N 1.9679 0.2160 -0.1070 2.6 0.8 -0.1
N -0.3198 -0.4369 0.2050 -7.4 2.0 1.3
H -1.4860 0.8180 0.3777 3.1 -2.6 0.1
```
Positions in Å, forces in eV/Å.

The LUMO energy (alpha / beta) comes out at -0.070 / -0.071 hartree. Its energy relative to the best compared isomer or geometry (same formula, charge and spin) is 86.5 kcal/mol. The value obtained for the HOMO energy (alpha / beta) is -10.65 / -10.64 eV. For the largest force on an atom, the calculation gives 0.1503 Eh/bohr.



Here is an isolated molecule of C4H13N3O at a distorted geometry from the OMol25 dataset. Energies are from wB97M-V/def2-TZVPD.

Geometry as XYZ:
```
21
Properties=species:S:1:pos:R:3:forces:R:3
C 1.7846 -1.6040 0.0543 1.0 1.6 0.9
H -2.7181 0.7683 1.2186 -0.8 1.8 4.6
H -3.1293 0.9974 -0.4531 0.8 -0.8 2.6
H 2.9319 -0.3248 1.1052 0.5 -2.8 0.5
H -1.3380 -0.3129 -1.0007 0.7 0.3 0.4
O -1.4694 2.0430 -2.0286 -2.9 -3.7 -3.3
H 1.9593 -0.9198 -0.7858 -0.1 0.5 0.3
N 0.5544 -1.3928 0.7360 2.7 4.9 0.7
N -2.5570 0.5363 0.3400 -0.2 -0.8 -6.8
H 0.7486 0.6933 0.7879 -0.2 -0.4 0.1
C -0.0420 -0.0772 0.8692 -0.2 1.5 -1.9
C -0.7345 1.6814 -0.9264 5.0 0.7 -1.7
H -0.1281 -1.9883 0.6678 -4.1 -4.7 -0.7
H 0.4325 1.4290 -1.4103 -2.7 0.2 1.6
H -0.5216 2.7094 -0.5245 -0.5 -1.3 1.0
H -0.4632 0.0309 1.8311 -0.6 0.1 1.3
H 1.6796 -2.4900 -0.4969 0.6 -2.0 0.0
N 2.9943 -1.4007 0.9583 -1.1 1.9 -1.7
H 2.9655 -1.9515 1.8179 -0.4 0.6 -0.2
C -1.2150 0.4491 -0.1836 1.4 -1.3 0.4
H -1.7347 1.1240 -2.5765 1.1 3.7 2.1
```
Positions in Å, forces in eV/Å.

The LUMO energy comes out at 0.027 hartree. Its energy relative to the best compared isomer or geometry (same formula, charge and spin) is 100.2 kcal/mol. The value obtained for the HOMO energy is -8.62 eV. For the largest force on an atom, the calculation gives 0.1339 Eh/bohr. The structure (SMILES) is NCNC[C@@H](N)CO.